76
Properties=species:S:1:pos:R:3:forces:R:3:lowdin_charge:R:1 method="wB97M-V/def2-TZVPD" spin_multiplicity=1 lumo_ha="-0.3007 / -0.3010" homo_ev="-12.213 / -12.206" charge=+2
Pd -0.845559 1.403436 0.454055 0.96 0.62 1.26 0.36
O 0.236503 7.442874 -1.148599 0.07 0.07 0.02 0.13
C 0.215622 6.156368 -0.813799 -0.06 -0.04 -0.04 -0.29
C 1.242100 5.508120 -0.122264 0.05 0.00 0.00 0.03
C 1.101406 4.170124 0.172768 -0.01 -0.10 -0.10 -0.12
N 0.024779 3.458642 -0.178792 -0.26 0.00 0.08 -0.06
C -0.925878 4.102922 -0.843372 -0.21 -0.21 -0.10 -0.69
Br -2.400248 2.983347 -1.287763 -0.33 0.65 -0.46 0.85
C -0.915029 5.425118 -1.195866 0.13 0.06 0.01 0.00
H 1.044596 7.883769 -0.853532 -0.04 -0.02 -0.02 0.14
H 2.139585 6.036034 0.171791 -0.01 0.02 0.01 0.13
H 1.879897 3.621221 0.687825 0.00 0.02 0.05 0.11
H -1.719503 5.894704 -1.741862 0.00 -0.01 0.00 0.13
C -4.649917 0.032654 -0.165962 0.05 -0.21 -0.12 -0.29
Sb -2.590060 -0.509253 -0.049054 -0.11 0.26 -0.15 1.32
C -2.174119 -0.848652 -2.110367 -0.08 -0.26 0.03 -0.27
C -2.841934 -2.521205 0.763990 0.03 0.01 -0.16 -0.27
C -2.550446 -3.513171 -0.297864 -0.48 0.13 0.31 -0.31
C -3.565464 -3.886840 -1.183756 -0.05 0.00 -0.01 -0.05
C -3.317329 -4.734989 -2.244653 0.07 0.05 0.10 -0.04
C -2.029541 -5.233333 -2.437548 0.15 0.00 0.07 -0.05
C -1.026458 -4.890434 -1.552332 0.09 -0.10 -0.20 -0.04
C -1.265512 -4.035415 -0.468325 0.28 -0.17 0.13 -0.29
C -0.189947 -3.757579 0.496316 -0.67 0.18 -0.06 -0.21
Sb 0.991945 -1.866800 0.136896 0.63 0.65 -0.47 1.55
C 1.619782 -2.264050 -1.863378 -0.17 0.18 0.08 -0.24
C 2.676615 -2.543807 1.243674 -0.06 0.32 0.11 -0.26
H -5.115613 -0.636608 -0.888502 -0.15 0.06 0.03 0.02
H -4.768114 1.062006 -0.499318 0.03 -0.01 -0.01 -0.01
H -5.124911 -0.088516 0.805780 -0.01 0.00 0.00 0.01
H -2.367703 -1.884768 -2.384233 0.00 0.05 -0.11 0.01
H -1.136446 -0.588382 -2.314194 0.00 0.01 -0.03 0.00
H -2.828731 -0.193985 -2.684664 0.04 0.00 -0.04 0.02
H -3.893865 -2.524758 1.046048 0.01 -0.06 0.08 0.08
H -2.221987 -2.596442 1.653005 -0.08 -0.03 -0.01 0.03
H -4.569058 -3.506587 -1.025256 0.03 0.01 0.00 0.12
H -4.119697 -5.019790 -2.911203 0.00 0.00 -0.01 0.12
H -1.822122 -5.904712 -3.259435 0.01 -0.01 0.02 0.12
H -0.037703 -5.317949 -1.672162 0.02 -0.02 -0.04 0.12
H 0.638390 -4.461282 0.408840 0.19 0.15 -0.05 0.09
H -0.507626 -3.680901 1.532746 0.03 -0.01 -0.02 0.06
H 2.609874 -2.714549 -1.827030 -0.01 -0.04 0.02 0.02
H 1.662537 -1.339587 -2.432743 -0.03 0.00 0.03 0.01
H 0.913148 -2.949050 -2.328537 -0.03 -0.01 0.02 0.01
H 3.268017 -3.203144 0.610399 -0.02 0.02 -0.04 0.03
H 2.336647 -3.087553 2.122700 -0.02 0.01 0.01 0.02
H 3.268571 -1.688399 1.551429 0.13 0.01 0.04 0.00
C -1.832744 2.685673 2.116035 0.19 -0.12 -0.96 0.04
C -1.547119 1.509531 2.813670 0.01 -0.50 0.80 -0.37
C -0.193634 1.161031 3.067521 -0.25 0.13 -0.12 -0.05
C 0.111472 -0.043267 3.692665 -0.11 -0.12 0.04 -0.06
C -0.911555 -0.876898 4.094249 -0.09 -0.09 0.02 -0.04
C -2.266654 -0.544027 3.870192 0.20 -0.10 0.02 -0.06
C -2.582840 0.614442 3.226438 0.21 0.35 0.07 -0.06
H -1.083793 3.464665 2.055427 -0.08 0.04 0.07 0.08
H -2.858979 2.976120 1.925847 0.01 -0.05 -0.04 0.09
H 0.590474 1.866169 2.821954 -0.01 0.02 0.03 0.12
H 1.141601 -0.302875 3.893395 0.03 0.00 0.03 0.12
H -0.673322 -1.795523 4.615513 -0.02 -0.01 0.02 0.12
H -3.049484 -1.202769 4.221524 0.02 -0.03 0.02 0.12
H -3.616677 0.893618 3.058677 0.02 0.01 -0.04 0.13
C 4.219047 2.866553 -1.051894 -0.06 0.02 -0.04 -0.18
Si 3.981412 1.027790 -0.876105 0.25 0.43 -0.03 0.43
C 4.031016 0.201276 -2.537205 -0.07 -0.12 -0.02 -0.17
C 5.252218 0.350134 0.297440 -0.12 -0.06 0.09 -0.17
C 2.251586 0.795732 -0.183289 0.32 -0.23 0.02 -0.21
C 1.073145 0.661290 0.147011 -0.68 -1.82 -0.21 -0.36
H 5.195748 3.064536 -1.498561 0.01 0.00 0.00 0.05
H 4.192945 3.367141 -0.082012 0.01 0.02 -0.01 0.03
H 3.460806 3.308065 -1.701848 0.01 0.03 0.02 0.04
H 4.974100 0.439818 -3.033249 0.00 0.02 0.01 0.05
H 3.218357 0.551525 -3.176286 0.02 0.00 -0.03 0.05
H 3.966238 -0.884870 -2.462034 0.06 0.03 -0.03 0.02
H 6.249823 0.545455 -0.102150 -0.02 0.03 -0.02 0.05
H 5.172364 -0.725585 0.443192 0.00 -0.10 0.02 0.02
H 5.184974 0.836387 1.271981 0.02 -0.01 0.02 0.04

=====

79
Properties=species:S:1:pos:R:3:forces:R:3:lowdin_charge:R:1 method="wB97M-V/def2-TZVPD" spin_multiplicity=5 lumo_ha="-0.3173 / -0.3939" homo_ev="-16.739 / -17.303" charge=+3
Pt -0.285495 -1.727647 0.015769 0.18 -0.31 -0.14 1.22
C 1.298936 -4.497807 -0.244172 0.24 -0.21 0.06 -0.05
N 0.067678 -3.895381 -0.762783 -0.09 0.60 0.52 -0.34
C 0.007719 -3.926154 -2.229079 -0.05 -0.09 -0.26 -0.04
C -1.113346 -4.483491 -0.113379 -0.19 -0.07 0.04 -0.18
C -2.404019 -3.785968 -0.510250 0.05 -0.53 0.05 -0.18
N -2.242291 -2.337554 -0.516381 -0.07 0.50 0.17 -0.04
C -3.271687 -1.553700 -0.879444 0.05 0.02 -0.01 -0.12
C -3.084444 -0.159238 -1.135151 0.08 -0.05 0.02 -0.14
F -1.836498 0.332515 -1.141655 0.13 0.03 0.09 0.02
C -4.112900 0.687041 -1.437747 0.08 -0.04 0.04 -0.19
F -3.836416 1.968053 -1.657904 -0.01 -0.02 0.00 0.13
C -5.422286 0.223397 -1.531828 -0.02 -0.03 -0.01 0.17
C -5.652419 -1.128086 -1.336692 0.09 0.01 -0.01 -0.19
F -6.869784 -1.611283 -1.438021 -0.07 -0.04 0.03 0.18
C -4.622569 -1.999901 -1.031957 -0.09 0.07 -0.04 -0.11
F -4.923435 -3.268009 -0.838177 -0.17 -0.07 0.00 0.15
H 1.336581 -5.565967 -0.481005 -0.05 0.03 -0.02 0.12
H 1.344498 -4.386371 0.838643 -0.06 0.03 -0.01 0.10
H 2.169878 -4.024912 -0.694461 -0.04 0.06 -0.01 0.09
H -0.307758 -4.913698 -2.580508 0.04 -0.01 0.04 0.12
H 0.991254 -3.722097 -2.646217 0.02 0.06 0.06 0.10
H -0.693896 -3.184948 -2.613205 -0.04 -0.03 0.06 0.09
H -0.967110 -4.398226 0.964704 0.06 -0.06 -0.01 0.12
H -1.196435 -5.548560 -0.355565 0.03 0.01 -0.01 0.15
H -3.175336 -4.095515 0.199128 0.06 0.04 -0.02 0.14
H -2.747415 -4.129364 -1.489969 0.04 0.10 -0.02 0.14
H -6.237722 0.895954 -1.766509 0.00 -0.01 -0.02 0.17
C -0.755881 -1.592580 4.511705 0.08 -0.05 -0.03 0.00
C 0.488123 -1.122356 4.902595 -0.07 -0.05 0.01 0.01
C 1.490971 -0.984084 3.952727 0.07 -0.01 -0.13 0.03
C 1.228117 -1.333040 2.636512 -0.12 -0.02 0.31 -0.22
N 0.010401 -1.767635 2.270118 -0.11 0.00 -0.62 -0.02
C -0.958343 -1.891204 3.173891 -0.11 -0.05 0.18 -0.10
C 2.229555 -1.261614 1.554937 0.07 0.01 -0.07 -0.21
C 3.598073 -1.332734 1.771620 -0.05 0.12 -0.01 0.04
C 4.458462 -1.317676 0.683639 0.02 0.03 -0.04 0.01
C 3.931846 -1.219039 -0.597893 -0.09 0.06 0.06 -0.01
C 2.559289 -1.152497 -0.740669 0.17 0.13 -0.08 -0.14
N 1.726374 -1.177442 0.309042 -0.09 -0.30 -0.15 -0.08
H -1.555022 -1.738137 5.224619 -0.01 0.04 -0.01 0.13
H 0.678663 -0.872539 5.937881 0.01 0.02 -0.01 0.14
H 2.459842 -0.593028 4.231674 0.01 -0.06 0.02 0.13
H -1.918829 -2.247963 2.823536 0.02 0.01 -0.05 0.12
H 3.984886 -1.422244 2.776872 0.00 -0.03 0.00 0.13
H 5.528457 -1.388887 0.829185 -0.01 -0.01 0.03 0.14
H 4.564835 -1.204342 -1.474004 0.02 0.00 0.01 0.13
H 2.103275 -1.073108 -1.720429 -0.03 -0.04 0.02 0.12
C -0.370562 4.176859 1.555339 0.07 0.07 0.06 -0.08
C 0.038776 2.722370 1.305203 -0.03 -0.26 -0.32 -0.51
C -1.126147 1.769545 1.607529 0.06 0.02 -0.08 -0.11
P 0.660986 2.474853 -0.422407 0.13 0.75 0.36 1.27
C -0.346522 3.385341 -1.678513 0.28 -0.32 0.08 -0.50
C -0.334183 2.653265 -3.027116 -0.03 -0.06 0.01 -0.10
C 0.095337 4.844151 -1.832771 -0.08 0.13 -0.01 -0.07
C 2.495259 2.709862 -0.480039 -0.34 -0.17 -0.24 -0.51
C 2.924882 4.038094 0.149710 0.05 0.08 0.06 -0.07
C 3.011968 2.534869 -1.909509 0.04 -0.01 0.00 -0.10
H -0.666513 4.269745 2.601657 -0.01 0.01 -0.01 0.10
H -1.226415 4.465742 0.945041 0.00 -0.01 -0.01 0.09
H 0.443409 4.878226 1.379891 -0.04 0.01 0.00 0.07
H 0.892719 2.466428 1.940344 0.04 -0.02 -0.05 0.11
H -2.015013 2.076217 1.053420 -0.03 -0.06 0.00 0.08
H -1.367714 1.813269 2.669979 0.01 0.03 0.00 0.10
H -0.894342 0.730083 1.349633 -0.01 0.07 0.04 0.02
H -1.356024 3.348737 -1.257962 -0.01 -0.04 0.05 0.10
H 0.591959 2.839831 -3.568691 0.01 -0.02 0.02 0.08
H -1.153454 3.025950 -3.641643 0.01 0.03 0.01 0.10
H -0.462665 1.576132 -2.913634 -0.03 0.02 -0.05 0.06
H 1.097028 4.924454 -2.251977 0.00 -0.02 0.02 0.08
H 0.045876 5.410957 -0.905351 0.03 -0.01 -0.02 0.07
H -0.586838 5.314646 -2.543924 0.00 0.01 0.01 0.11
H 2.881722 1.889062 0.136540 -0.07 -0.01 0.04 0.10
H 2.556396 4.892972 -0.414861 -0.01 0.00 0.02 0.08
H 4.015493 4.077999 0.132147 -0.01 0.00 -0.01 0.10
H 2.614091 4.133327 1.189439 -0.01 0.00 -0.01 0.08
H 2.692552 3.348442 -2.559535 -0.03 -0.01 0.02 0.08
H 2.679398 1.591718 -2.346669 0.04 0.02 -0.06 0.07
H 4.102150 2.545930 -1.905048 0.00 -0.03 0.03 0.10

=====

71
Properties=species:S:1:pos:R:3:forces:R:3:lowdin_charge:R:1 method="wB97M-V/def2-TZVPD" spin_multiplicity=3 lumo_ha="-0.1479 / -0.1513" homo_ev="-10.426 / -10.668" charge=+1
C -0.636761 1.396104 1.700853 0.40 0.69 0.89 -0.34
C 0.471766 1.967749 0.984917 0.21 0.59 1.49 -0.33
C 1.629703 1.158817 1.241103 0.22 0.64 1.04 -0.30
C 1.232638 0.085329 2.108977 0.32 0.82 0.79 -0.31
C -0.166813 0.224422 2.384221 0.16 0.85 0.76 -0.33
W 0.067696 -0.016573 0.207739 -0.10 -2.38 -5.78 1.45
C 1.531514 -3.455190 -0.883595 -1.50 4.25 -2.03 -0.21
C 0.308546 -2.843023 -0.543614 1.70 -1.04 -0.62 -0.19
H -0.475988 -2.713242 -1.303183 0.36 -0.78 0.22 0.06
C 0.037463 -2.179825 0.735836 0.03 0.28 0.44 -0.28
H 0.779625 -2.454197 1.487564 -0.31 -0.01 -0.11 0.05
H -0.968973 -2.383335 1.110396 0.21 -0.22 0.09 0.03
C 1.726949 -3.567450 -2.440393 -0.08 -0.13 -0.41 -0.08
H 0.959868 -2.964424 -2.990772 0.44 -0.53 0.59 0.07
H 2.708392 -3.129511 -2.738047 -0.66 -0.36 0.34 0.07
H 1.694829 -4.555296 -2.926827 0.02 0.07 0.60 0.07
C 2.768294 -2.804756 -0.236670 0.63 0.73 0.88 -0.08
H 2.518494 -1.752978 0.107915 0.06 -1.12 -0.17 0.05
H 3.252122 -3.285532 0.629016 -0.29 -0.15 -0.34 0.08
H 3.569381 -2.593781 -0.979007 -0.57 -0.62 0.38 0.08
C 0.376291 3.249673 0.243349 -0.11 0.49 -0.32 -0.02
H -0.506894 3.264360 -0.407466 0.16 -0.03 0.11 0.09
H 0.267875 4.093050 0.941495 0.14 -0.25 -0.04 0.11
H 1.248251 3.411131 -0.391655 -0.12 0.05 0.24 0.07
C 3.022921 1.433545 0.791957 0.37 -0.02 -0.27 0.00
H 3.038127 1.792284 -0.242126 0.05 0.03 0.15 0.07
H 3.503544 2.185618 1.438786 -0.22 -0.22 -0.18 0.11
H 3.629689 0.521640 0.830853 -0.09 0.20 -0.02 0.08
C 2.142443 -0.844890 2.844281 0.27 -0.33 0.04 -0.01
H 3.073207 -1.032784 2.296635 -0.24 0.02 0.13 0.08
H 2.414471 -0.414185 3.821896 -0.13 0.02 -0.35 0.11
H 1.666795 -1.810044 3.056292 0.16 0.26 -0.06 0.08
C -0.917590 -0.535090 3.423641 -0.23 -0.34 0.22 0.00
H -0.549613 -1.562425 3.532272 -0.09 0.23 -0.07 0.09
H -0.788721 -0.036796 4.397628 -0.01 -0.11 -0.28 0.11
H -1.993380 -0.580319 3.220321 0.30 0.03 0.05 0.07
C -1.943725 2.088117 1.898495 -0.39 0.24 -0.09 -0.01
H -2.691701 1.443824 2.377476 0.21 0.15 -0.17 0.08
H -1.798406 2.956350 2.559503 0.04 -0.24 -0.15 0.11
H -2.355368 2.460152 0.949976 0.13 -0.07 0.39 0.07
C 0.997425 1.260913 -1.976396 0.30 -3.95 -1.00 -0.14
C 1.745264 0.122922 -2.538250 1.09 -0.48 1.67 -0.15
C 1.524201 2.399302 -2.573066 0.30 1.12 -0.20 -0.19
C 3.121430 0.197409 -2.853112 0.15 0.38 -0.65 -0.11
H 1.487407 -0.933947 -2.725388 -1.06 0.43 1.17 0.06
C 2.789792 2.490009 -3.205678 -0.21 0.08 0.16 -0.10
H 0.917099 3.296852 -2.647210 0.14 0.22 0.56 0.09
C 3.678130 1.424878 -3.235789 -0.27 -0.57 0.70 -0.09
H 3.754738 -0.716947 -2.868659 -0.78 0.58 -0.36 0.11
H 3.089074 3.440419 -3.621271 -0.09 0.15 -0.04 0.10
H 4.727712 1.479708 -3.552185 -0.59 0.23 0.11 0.11
C -3.384869 -1.165555 0.917794 -0.09 -0.18 0.28 -0.24
P -2.328734 -0.502498 -0.423876 -1.36 0.64 -0.41 0.86
C -2.809154 -1.622509 -1.778215 0.00 -0.43 -0.35 -0.23
C -3.244659 1.017999 -0.940069 -0.03 0.20 -0.07 -0.38
C -4.402540 1.471569 -0.278316 0.23 0.09 -0.18 -0.10
C -5.027499 2.655146 -0.689799 0.09 -0.23 0.00 -0.07
C -4.545665 3.359087 -1.795385 0.15 -0.18 0.04 -0.06
C -3.416588 2.891606 -2.477840 -0.02 -0.13 0.12 -0.06
C -2.752360 1.739069 -2.045057 -0.19 0.02 0.21 -0.10
H -2.930215 -2.065965 1.353600 -0.16 0.25 -0.15 0.05
H -4.370429 -1.442375 0.509634 0.38 0.13 0.08 0.07
H -3.538525 -0.434572 1.722293 0.11 -0.22 -0.28 0.03
H -3.903301 -1.616107 -1.893352 0.33 0.16 0.11 0.07
H -2.358886 -1.305194 -2.725106 -0.02 -0.04 0.19 0.06
H -2.505839 -2.654091 -1.569345 -0.01 0.18 -0.02 0.05
H -4.812103 0.928639 0.579516 0.17 0.25 -0.37 0.10
H -5.896071 3.017721 -0.134747 0.26 -0.12 -0.26 0.11
H -5.051030 4.269127 -2.126514 0.19 -0.30 0.11 0.11
H -3.044648 3.426007 -3.352718 -0.09 -0.12 0.26 0.11
H -1.841048 1.404757 -2.557134 -0.34 0.16 0.21 0.09